# 1
Formula: CH7NS
Source: the Open Molecules 2025 dataset
Level of theory: ωB97M-V/def2-TZVPD

XYZ file:
```
10
Properties=species:S:1:pos:R:3:forces:R:3
S 3.17001 4.46843 -3.09485 2.35 -0.27 -1.92
H 2.53655 5.70266 -3.33471 -0.80 -1.55 1.72
C -1.57116 -1.79419 0.81666 -1.66 -0.80 -0.02
N -0.40239 -1.84691 1.68257 -2.41 -1.43 -0.18
H -1.69693 -0.96761 0.10150 0.75 -0.07 0.03
H -1.83706 -2.76407 0.34054 1.23 0.58 -0.31
H -2.50754 -1.68744 1.39943 0.55 0.58 0.56
H 3.02885 3.35910 -2.25570 -1.55 1.82 0.20
H -0.67523 -1.67525 2.64141 0.52 1.13 0.40
H -0.04509 -2.79473 1.70316 1.03 0.00 -0.49
```
Positions in Å, forces in eV/Å.

As for the HOMO-LUMO gap (spin up / spin down): 10.5 / 1.7 eV. As for the charge: +1. The expectation value of S² is 0.756. For the total energy, the calculation gives -494.79080 hartree. The LUMO energy (spin up / spin down) comes out at -0.11486 / -0.36674 Ha. Its spin multiplicity is 2.

Atom charges from the natural (NBO) analysis, given in e for atoms 1 to 6: -0.211, 0.256, -0.502, -0.386, 0.288, 0.253

=====

# 2
Formula: C5H7N3
Source: the Open Molecules 2025 dataset
Level of theory: ωB97M-V/def2-TZVPD

XYZ file:
```
15
Properties=species:S:1:pos:R:3:forces:R:3
C -0.81082 1.29226 0.47852 -2.66 0.90 2.36
N -1.53990 0.41522 -0.54165 -2.37 0.69 -0.35
N -1.80608 -0.94665 -0.22453 3.92 1.50 0.42
C -0.64202 -1.54359 0.16571 -6.80 -1.03 0.07
C 0.63780 -1.09480 0.00781 2.63 2.65 -2.56
C 1.10270 -0.02013 -0.87401 4.85 -7.27 8.60
C 2.52424 0.00774 -0.30763 6.91 0.78 0.43
N 3.69363 -0.02936 0.13366 -8.35 0.35 -2.94
H 0.27356 1.36424 0.51265 -0.10 -0.12 -0.97
H -0.99327 0.95618 1.62744 -0.05 0.23 -2.71
H -1.21951 2.36855 0.46623 0.43 -1.76 -0.43
H -2.44544 0.83623 -1.06012 2.97 -1.02 2.24
H -0.97929 -2.49110 0.66515 1.29 0.62 -0.61
H 1.42959 -1.64983 0.56212 -0.77 0.72 -0.45
H 0.77481 0.53504 -1.61133 -1.90 2.78 -3.10
```
Positions in Å, forces in eV/Å.

As for the HOMO-LUMO gap: 7.4 eV. As for the charge: 0. For the total energy, the calculation gives -358.77894 hartree. The LUMO energy comes out at -0.04366 Ha. Its SMILES is CN/N=C\C=C\C#N.

Atom charges from the natural (NBO) analysis, given in e for atoms 1 to 6: -0.466, -0.492, -0.152, -0.093, -0.200, -0.240

=====

# 3
Formula: C19H37O9Rb2
Source: the Open Molecules 2025 dataset
Level of theory: ωB97M-V/def2-TZVPD

XYZ file:
```
67
Properties=species:S:1:pos:R:3:forces:R:3
Rb 4.44587 -1.39666 1.33746 -0.34 0.36 -0.15
Rb 4.52670 3.41028 -0.09163 -0.27 -0.37 0.02
O 0.29364 0.84597 -0.43812 -6.02 -3.54 -0.40
C 1.46477 0.78612 0.00879 4.77 -6.40 6.24
O 2.07370 1.78741 -0.33007 5.05 5.16 -1.34
O 1.96201 -0.06172 0.74167 0.32 -2.48 1.18
H 0.88264 1.57245 -0.65468 -3.45 7.28 -5.40
C -1.17719 -3.87535 -2.12480 -0.52 0.59 0.49
C 0.13380 -3.30002 -2.52170 1.86 -1.37 -1.22
O 0.76453 -3.85199 -3.43452 -0.73 1.20 1.18
C 0.72061 -2.13316 -1.75460 0.16 -0.15 -0.41
H -1.64153 -3.25084 -1.36160 -0.15 -0.20 0.05
H -0.98589 -4.86280 -1.70476 -0.13 -0.01 -0.04
H -1.83948 -3.94906 -2.98738 0.11 -0.14 -0.01
H 0.94573 -2.32967 -0.70636 -0.62 -0.25 0.14
H 0.00924 -1.31016 -1.82336 0.21 0.16 0.24
H 1.69342 -1.86521 -2.16685 -0.17 0.14 -0.38
C 0.62722 2.61198 3.52749 -0.04 0.25 0.14
C 1.05654 1.77161 4.67088 0.86 -0.02 2.82
O 1.26531 2.24177 5.80081 -0.52 -0.73 -2.19
C 1.30554 0.29987 4.41477 -0.35 -0.33 -0.83
H -0.07190 2.07627 2.88535 0.05 0.19 -0.01
H 1.52375 2.82656 2.94587 0.05 0.07 -0.19
H 0.22475 3.53317 3.94884 -0.06 0.02 -0.36
H 1.00429 0.03291 3.40182 0.15 0.16 -0.12
H 0.72073 -0.36084 5.05474 0.10 0.28 0.41
H 2.36078 0.04197 4.50455 0.03 0.18 0.27
C 2.93203 1.15891 -3.50406 -1.02 0.26 0.48
C 1.94496 0.50916 -4.47102 0.67 1.20 -0.25
O 1.05868 1.16149 -4.98041 -0.10 -0.33 0.32
C 2.24299 -0.88864 -4.88841 0.41 -0.24 0.23
H 3.96027 1.16172 -3.86573 -0.06 -0.25 0.02
H 2.83454 0.66325 -2.53818 0.46 -0.43 0.02
H 2.60276 2.16953 -3.26252 0.06 0.17 -0.42
H 1.42476 -1.56672 -4.64591 -0.04 -0.01 -0.40
H 3.14223 -1.26215 -4.39857 -0.04 -0.04 0.08
H 2.46786 -0.81539 -5.95244 -0.34 -0.39 -0.13
C -0.62944 -4.13053 3.55953 -0.28 -0.38 -0.19
C -0.58563 -3.46509 2.22072 -1.19 0.26 -1.86
O -0.75478 -4.08931 1.17882 0.57 0.27 1.04
C -0.52326 -1.95135 2.17860 0.33 -0.41 0.30
H -1.25354 -5.01549 3.43525 0.09 -0.06 0.13
H -1.10142 -3.46145 4.27902 0.36 -0.13 0.22
H 0.36378 -4.46812 3.85557 0.01 0.20 0.25
H 0.52529 -1.66370 2.25542 0.07 0.19 0.00
H -1.04823 -1.56217 3.05097 0.01 0.23 -0.08
H -0.90628 -1.52632 1.25083 0.02 -0.25 0.06
C -2.73452 2.38137 3.52228 -0.11 0.44 -0.72
C -3.35486 1.92822 2.21063 -2.15 -0.05 -0.35
O -4.51711 2.20686 1.92231 1.38 -0.09 0.73
C -2.54463 1.12805 1.23282 0.09 0.24 0.09
H -2.12416 3.23606 3.23059 0.27 0.10 0.09
H -2.06339 1.64525 3.96478 -0.22 -0.03 0.10
H -3.48476 2.78829 4.20025 -0.02 -0.44 0.01
H -1.54782 1.56275 1.15875 0.13 -0.30 -0.15
H -3.03915 1.12580 0.26146 0.08 0.18 0.07
H -2.48526 0.09373 1.57158 0.21 0.00 0.17
C -0.89673 3.11618 -2.93924 -0.33 -0.01 -0.41
C -2.01505 2.17438 -2.58930 -2.74 0.80 1.26
O -3.03162 2.54816 -1.96239 2.48 -0.88 -1.42
C -1.86442 0.74891 -3.05623 0.09 -0.36 -0.19
H -0.05377 2.90622 -2.28088 0.14 0.12 -0.07
H -1.20665 4.16014 -2.89227 -0.03 -0.13 0.40
H -0.60761 2.90896 -3.96956 0.33 -0.06 0.07
H -1.26114 0.67859 -3.96133 0.11 0.10 0.05
H -2.80476 0.23083 -3.24450 -0.18 0.37 0.19
H -1.34985 0.18304 -2.27963 0.10 0.09 0.12
```
Positions in Å, forces in eV/Å.

As for the HOMO-LUMO gap (spin up / spin down): 2.9 / 8.4 eV. As for the charge: 0. The expectation value of S² is 0.750. For the total energy, the calculation gives -1471.35033 hartree. The LUMO energy (spin up / spin down) comes out at -0.03862 / -0.02905 Ha. Its spin multiplicity is 2.

Atom charges from the natural (NBO) analysis, given in e for atoms 1 to 6: 0.546, 0.475, -0.701, 0.891, -0.843, -0.830

=====

Molar mass per entry: 65.1, 109.1, 580.4 g/mol
Energy relative to the best compared isomer or geometry (same formula, charge and spin) per entry: 77.7, 150.2, 63.9 kcal/mol